<i>
A single C5H8ClNO2S molecule, computed with wB97M-V/def2-TZVPD.

Computed properties:
SMILES: CC1=N[C@@]1(Cl)CS(C)(=O)=O
E_HOMO in eV: -9.475
2S+1: 1
Total charge: 0
Frontier orbital gap in eV: 9.90

Element x y z (Å)
C  -1.4419  -2.2204  -0.6597
C  -1.6035  -1.1044  0.2587
N  -2.2572  -0.4229  1.1283
C  -1.4769  0.3361  0.0924
Cl  -2.4757  1.2433  -1.0401
C  -0.3127  1.0733  0.7487
S  1.1111  0.4496  -0.2789
C  2.6436  1.2863  0.3482
O  1.0078  -0.9406  0.0202
O  0.8152  0.8465  -1.6339
H  -0.8151  -1.8443  -1.4532
H  -2.3788  -2.7333  -0.8396
H  -0.7340  -2.9906  -0.1473
H  -0.2499  0.7235  1.6875
H  -0.3519  2.2069  0.7023
H  2.7928  0.7556  1.2600
H  3.2890  0.9819  -0.4157
H  2.4381  2.3536  0.2222

Charges obtained by natural (NBO) population analysis, quoted in units of e: number 1, C, carries -0.696; number 2, C, carries 0.306; number 3, N, carries -0.312; number 4, C, carries -0.037; number 5, Cl, carries -0.026; number 6, C, carries -0.636; number 7, S, carries 2.126; number 8, C, carries -0.816; number 9, O, carries -0.970; number 10, O, carries -0.940; number 11, H, carries 0.269; number 12, H, carries 0.254; number 13, H, carries 0.260; number 14, H, carries 0.231; number 15, H, carries 0.240; number 16, H, carries 0.248; number 17, H, carries 0.243; number 18, H, carries 0.256


<ii>
A single C5H8ClNO2S molecule, computed with wB97M-V/def2-TZVPD.

Computed properties:
E_HOMO in eV: -9.444
2S+1: 1
Total charge: 0
Frontier orbital gap in eV: 8.78

Element x y z (Å)
C  0.5420  -0.3163  0.5315
C  0.7805  0.4983  -0.8526
C  -0.1121  0.2272  -1.9965
C  0.6788  2.0003  -0.2257
C  -0.8022  -1.5415  2.0238
N  -0.6824  -0.4866  1.1074
O  1.5442  -0.6443  1.1055
O  -1.5703  -1.9392  -0.9893
S  -1.6005  -0.5174  -0.7441
Cl  0.6422  -0.8615  -3.2089
H  1.8110  0.4466  -1.0580
H  -0.5438  1.1089  -2.5334
H  0.8451  2.0664  0.8754
H  -0.3155  2.3698  -0.4383
H  1.4174  2.7132  -0.6674
H  0.0727  -2.1089  2.2880
H  -1.0155  -0.8916  2.8617
H  -1.6917  -2.1234  1.9209

Charges obtained by natural (NBO) population analysis, quoted in units of e: number 1, C, carries 0.652; number 2, C, carries -0.381; number 3, C, carries -0.320; number 4, C, carries -0.596; number 5, C, carries -0.455; number 6, N, carries -0.543; number 7, O, carries -0.608; number 8, O, carries -0.885; number 9, S, carries 1.300; number 10, Cl, carries 0.012; number 11, H, carries 0.255; number 12, H, carries 0.234; number 13, H, carries 0.236; number 14, H, carries 0.198; number 15, H, carries 0.222; number 16, H, carries 0.235; number 17, H, carries 0.220; number 18, H, carries 0.224


Which one is most stable, and which one is least stable? <i> is the most stable of them, while <ii> is the least stable.


<i>
2 unconnected molecules or ions with the total composition C2H2Cl6, computed with wB97M-V/def2-TZVPD.

Computed properties:
SMILES: ClC(Cl)Cl.ClC(Cl)Cl
E_HOMO in eV: -11.137
2S+1: 1
Total charge: 0
Frontier orbital gap in eV: 11.62

Element x y z (Å)
Cl  2.3505  3.1402  -0.3715
C  2.1725  1.3924  -0.6096
Cl  2.1868  0.5293  0.9276
Cl  3.4936  0.8501  -1.6731
H  1.2155  1.1891  -1.0706
Cl  -2.5705  -2.5579  -0.7214
C  -2.2556  -1.4856  0.6513
Cl  -3.7277  -0.6712  1.1876
Cl  -0.9932  -0.3060  0.2120
H  -1.8719  -2.0805  1.4677

Charges obtained by natural (NBO) population analysis, quoted in units of e: number 1, Cl, carries 0.017; number 2, C, carries -0.277; number 3, Cl, carries 0.024; number 4, Cl, carries 0.013; number 5, H, carries 0.227; number 6, Cl, carries 0.020; number 7, C, carries -0.273; number 8, Cl, carries 0.026; number 9, Cl, carries -0.005; number 10, H, carries 0.228


<ii>
2 unconnected molecules or ions with the total composition C2H2Cl6, computed with wB97M-V/def2-TZVPD.

Computed properties:
SMILES: ClC(Cl)Cl.ClC(Cl)Cl
E_HOMO in eV: -11.025
2S+1: 1
Total charge: 0
Frontier orbital gap in eV: 11.53

Element x y z (Å)
Cl  2.4063  -1.6235  1.0599
C  2.2326  -0.1598  0.1326
Cl  1.4901  1.1315  1.1001
Cl  1.2863  -0.4502  -1.3484
H  3.1975  0.2035  -0.1895
Cl  -1.7121  -1.3890  0.4596
C  -2.0332  0.2400  -0.1607
Cl  -2.9243  1.1990  1.0000
Cl  -2.8757  0.1564  -1.7139
H  -1.0674  0.6921  -0.3397

Charges obtained by natural (NBO) population analysis, quoted in units of e: number 1, Cl, carries 0.047; number 2, C, carries -0.283; number 3, Cl, carries 0.008; number 4, Cl, carries 0.005; number 5, H, carries 0.230; number 6, Cl, carries 0.010; number 7, C, carries -0.289; number 8, Cl, carries 0.030; number 9, Cl, carries 0.012; number 10, H, carries 0.231


Which one is most stable, and which one is least stable? <ii> is the most stable of them, while <i> is the least stable.


<i>
A molecular structure, C24H23BrF4O2PPt, computed with wB97M-V/def2-TZVPD.

Computed properties:
E_HOMO (alpha / beta) in eV: -11.776 / -11.754
2S+1: 1
Total charge: +1
Frontier orbital gap (alpha / beta) in eV: 6.45 / 6.43

Element x y z (Å)
Pt  0.6643  -1.0832  0.7466
F  1.9102  -1.3540  -6.5119
C  1.5630  -0.9884  -5.2889
C  0.8515  0.1923  -5.0831
F  0.4999  0.9547  -6.1096
C  0.5173  0.5589  -3.7834
F  -0.1322  1.7052  -3.5823
C  0.8348  -0.2224  -2.6742
P  0.2463  0.3154  -1.0090
C  0.8762  2.0033  -0.8383
C  0.2156  2.8233  0.0775
C  0.6339  4.1270  0.2587
C  1.7285  4.6035  -0.4459
C  2.4388  3.7634  -1.2906
C  2.0180  2.4599  -1.4920
C  -1.5497  0.4079  -1.2944
C  -2.2202  1.5761  -1.6369
C  -3.5939  1.5525  -1.8032
C  -4.3022  0.3775  -1.6099
C  -3.6350  -0.7913  -1.2714
C  -2.2619  -0.7785  -1.1111
C  1.5319  -1.4063  -2.9064
Br  1.9993  -2.5995  -1.5078
C  1.9068  -1.7789  -4.1938
F  2.5898  -2.8997  -4.3879
H  -0.6249  2.4274  0.6310
H  0.1082  4.7759  0.9420
H  2.0361  5.6314  -0.3285
H  3.3212  4.1308  -1.7924
H  2.5705  1.8042  -2.1537
H  -1.6737  2.4954  -1.7764
H  -4.1115  2.4554  -2.0895
H  -5.3760  0.3710  -1.7157
H  -4.1894  -1.7079  -1.1345
H  -1.7306  -1.6858  -0.8314
C  1.0226  -3.5178  4.1066
C  1.4583  -3.3914  2.6265
C  2.8956  -3.9193  2.4529
O  1.3865  -2.0758  2.2653
H  1.2098  -4.5242  4.4652
H  -0.0375  -3.2944  4.1943
H  1.5830  -2.8122  4.7128
H  0.7824  -4.0266  2.0232
H  3.5984  -3.2694  2.9675
H  3.1497  -3.9490  1.3941
H  2.9633  -4.9194  2.8696
C  -2.3304  1.5748  3.3186
C  -1.4637  0.4286  2.9047
C  -0.8805  -0.4132  3.9854
O  -1.2438  0.2130  1.7218
H  -2.9896  1.2959  4.1380
H  -2.9031  1.9428  2.4711
H  -1.6868  2.3795  3.6807
H  -1.1727  -0.0864  4.9768
H  0.2072  -0.4125  3.8959
H  -1.2092  -1.4392  3.8273

Charges obtained by natural (NBO) population analysis, quoted in units of e: number 1, Pt, carries 0.925; number 2, F, carries -0.257; number 3, C, carries 0.321; number 4, C, carries 0.280; number 5, F, carries -0.262; number 6, C, carries 0.414; number 7, F, carries -0.297; number 8, C, carries -0.445; number 9, P, carries 0.978; number 10, C, carries -0.295; number 11, C, carries -0.218; number 12, C, carries -0.204; number 13, C, carries -0.174; number 14, C, carries -0.184; number 15, C, carries -0.219; number 16, C, carries -0.394; number 17, C, carries -0.194; number 18, C, carries -0.191; number 19, C, carries -0.177; number 20, C, carries -0.225; number 21, C, carries -0.126; number 22, C, carries -0.121; number 23, Br, carries 0.204; number 24, C, carries 0.306; number 25, F, carries -0.274; number 26, H, carries 0.225; number 27, H, carries 0.227; number 28, H, carries 0.231; number 29, H, carries 0.230; number 30, H, carries 0.222; number 31, H, carries 0.232; number 32, H, carries 0.228; number 33, H, carries 0.229; number 34, H, carries 0.228; number 35, H, carries 0.204; number 36, C, carries -0.622; number 37, C, carries 0.100; number 38, C, carries -0.617; number 39, O, carries -0.826; number 40, H, carries 0.216; number 41, H, carries 0.194; number 42, H, carries 0.211; number 43, H, carries 0.161; number 44, H, carries 0.217; number 45, H, carries 0.196; number 46, H, carries 0.218; number 47, C, carries -0.723; number 48, C, carries 0.663; number 49, C, carries -0.736; number 50, O, carries -0.609; number 51, H, carries 0.252; number 52, H, carries 0.244; number 53, H, carries 0.261; number 54, H, carries 0.238; number 55, H, carries 0.274; number 56, H, carries 0.261


<ii>
A molecular structure, C24H23BrF4O2PPt, computed with wB97M-V/def2-TZVPD.

Computed properties:
E_HOMO (alpha / beta) in eV: -11.623 / -11.623
2S+1: 1
Total charge: +1
Frontier orbital gap (alpha / beta) in eV: 7.57 / 7.56

Element x y z (Å)
Pt  -0.3352  -0.4972  0.8149
F  -5.8807  3.0785  3.0276
C  -5.1295  2.2295  2.3545
C  -5.7056  1.1409  1.7247
F  -7.0102  0.9465  1.8007
C  -4.9038  0.2625  1.0128
F  -5.5051  -0.7455  0.3859
C  -3.5294  0.4213  0.9351
P  -2.4641  -0.8326  0.1461
C  -2.9467  -0.8774  -1.5876
C  -2.7617  -2.0324  -2.3459
C  -3.0563  -2.0269  -3.7001
C  -3.5184  -0.8667  -4.3067
C  -3.6836  0.2907  -3.5599
C  -3.3955  0.2883  -2.2037
C  -2.9469  -2.3941  0.9337
C  -3.9344  -3.2280  0.4089
C  -4.2544  -4.4152  1.0493
C  -3.5945  -4.7777  2.2153
C  -2.6152  -3.9510  2.7475
C  -2.2899  -2.7644  2.1091
C  -2.9818  1.5304  1.5722
Br  -1.1289  1.8942  1.4227
C  -3.7588  2.4333  2.2636
F  -3.2295  3.5015  2.8453
H  -2.3966  -2.9423  -1.8844
H  -2.9285  -2.9303  -4.2815
H  -3.7466  -0.8641  -5.3642
H  -4.0383  1.1970  -4.0321
H  -3.5272  1.1980  -1.6295
H  -4.4637  -2.9500  -0.4922
H  -5.0249  -5.0542  0.6390
H  -3.8473  -5.7053  2.7117
H  -2.1019  -4.2280  3.6584
H  -1.5162  -2.1347  2.5400
C  2.0672  1.6441  2.1737
C  2.4061  0.1672  2.1225
C  3.4672  -0.1312  1.0750
O  1.2680  -0.6517  1.9137
H  2.9471  2.2323  2.4377
H  1.2970  1.8418  2.9194
H  1.7241  1.9914  1.1922
H  2.7978  -0.1229  3.1033
H  3.1289  0.2030  0.0895
H  3.6632  -1.2046  1.0373
H  4.4058  0.3778  1.3003
C  0.7872  -3.4471  0.0247
C  1.2483  -2.3582  -0.8767
C  2.3314  -2.5796  -1.8745
O  0.7779  -1.2159  -0.7960
H  1.1925  -4.4180  -0.2445
H  -0.3056  -3.4745  0.0171
H  1.1000  -3.1836  1.0403
H  2.4254  -3.6241  -2.1587
H  3.2650  -2.2658  -1.3953
H  2.1798  -1.9461  -2.7459

Charges obtained by natural (NBO) population analysis, quoted in units of e: number 1, Pt, carries 0.830; number 2, F, carries -0.256; number 3, C, carries 0.323; number 4, C, carries 0.278; number 5, F, carries -0.261; number 6, C, carries 0.424; number 7, F, carries -0.292; number 8, C, carries -0.465; number 9, P, carries 1.008; number 10, C, carries -0.309; number 11, C, carries -0.214; number 12, C, carries -0.201; number 13, C, carries -0.178; number 14, C, carries -0.182; number 15, C, carries -0.217; number 16, C, carries -0.434; number 17, C, carries -0.177; number 18, C, carries -0.204; number 19, C, carries -0.168; number 20, C, carries -0.227; number 21, C, carries -0.130; number 22, C, carries -0.128; number 23, Br, carries 0.262; number 24, C, carries 0.306; number 25, F, carries -0.272; number 26, H, carries 0.219; number 27, H, carries 0.229; number 28, H, carries 0.231; number 29, H, carries 0.230; number 30, H, carries 0.219; number 31, H, carries 0.232; number 32, H, carries 0.232; number 33, H, carries 0.231; number 34, H, carries 0.231; number 35, H, carries 0.212; number 36, C, carries -0.636; number 37, C, carries 0.097; number 38, C, carries -0.630; number 39, O, carries -0.835; number 40, H, carries 0.231; number 41, H, carries 0.212; number 42, H, carries 0.189; number 43, H, carries 0.183; number 44, H, carries 0.199; number 45, H, carries 0.204; number 46, H, carries 0.222; number 47, C, carries -0.748; number 48, C, carries 0.677; number 49, C, carries -0.723; number 50, O, carries -0.594; number 51, H, carries 0.246; number 52, H, carries 0.256; number 53, H, carries 0.289; number 54, H, carries 0.242; number 55, H, carries 0.274; number 56, H, carries 0.260


Which one is most stable, and which one is least stable? <ii> is the most stable of them, while <i> is the least stable.


<i>
A molecular structure, C3H3FS, computed with wB97M-V/def2-TZVPD.

Computed properties:
E_HOMO (alpha / beta) in eV: -8.184 / -8.146
2S+1: 1
Total charge: 0
Frontier orbital gap (alpha / beta) in eV: 5.80 / 5.74

Element x y z (Å)
C  -0.0005  0.5294  1.2864
C  -0.3383  -0.2051  0.1868
C  0.2939  -0.1007  -1.0261
F  1.2684  0.6916  -1.3601
S  -0.3697  -1.6348  -2.7904
H  -0.5196  0.4025  2.2154
H  0.8129  1.2357  1.2561
H  -1.1471  -0.9187  0.2319

Charges obtained by natural (NBO) population analysis, quoted in units of e: number 1, C, carries -0.154; number 2, C, carries -0.453; number 3, C, carries 0.599; number 4, F, carries -0.289; number 5, S, carries -0.392; number 6, H, carries 0.213; number 7, H, carries 0.206; number 8, H, carries 0.270


<ii>
A single C3H3FS molecule, computed with wB97M-V/def2-TZVPD.

Computed properties:
SMILES: C=C(F)C=S
E_HOMO in eV: -9.111
2S+1: 1
Total charge: 0
Frontier orbital gap in eV: 8.21

Element x y z (Å)
C  0.0389  -1.9196  -0.2423
C  -0.5116  -0.7900  0.0544
F  -1.7154  -0.6839  0.4899
C  -0.1054  0.6475  0.2170
S  1.1918  1.4058  -0.3363
H  1.0090  -2.0197  -0.6141
H  -0.3471  -3.0258  0.2875
H  -0.8234  1.0803  1.1237

Charges obtained by natural (NBO) population analysis, quoted in units of e: number 1, C, carries -0.429; number 2, C, carries 0.300; number 3, F, carries -0.317; number 4, C, carries -0.356; number 5, S, carries 0.121; number 6, H, carries 0.222; number 7, H, carries 0.231; number 8, H, carries 0.228


Which one is most stable, and which one is least stable? <ii> is the most stable of them, while <i> is the least stable.